Record 1
Entry from the Open Molecules 2025 dataset: a molecular structure, C11H20BCaN8S2 in a non-equilibrium geometry (ωB97M-V with the def2-TZVPD basis set).

The geometry in ORCA input format:
```
! wB97M-V def2-TZVPD RIJCOSX def2/J DEFGRID3
* xyz 1 1
H 1.62415 -0.36141 2.03659
C 2.81488 -3.17569 0.80313
H -4.60025 2.44492 -1.84041
H 1.32007 0.91935 0.67755
H 0.07676 1.99695 0.51759
N 1.39512 -1.96948 -0.36126
C -4.19872 2.12230 -0.88292
N 1.26554 1.89167 -1.07573
N -1.10092 -1.17626 1.46030
H -3.85490 2.98777 -0.32213
S 0.18169 0.20958 -2.97576
H -2.97097 -2.06470 4.00780
N 1.82015 -2.28588 0.88045
H -4.41584 -0.68483 -1.37798
C 2.12707 2.98295 -1.07696
H 1.66351 4.15444 0.64328
H -0.28358 -2.47062 4.28706
N -0.19966 -1.65257 2.34689
N 1.87006 2.31295 -3.05612
N 0.64096 1.31541 0.02250
H 3.29221 -3.55448 1.69107
H -2.85790 -1.15317 -2.09079
C 1.10217 1.46157 -2.36717
H 1.86797 -2.04455 3.10352
H 3.79061 -4.13536 -0.93722
H 3.18089 4.54484 -0.18146
C -3.57951 -0.34163 -1.98308
B 1.34106 -1.54449 2.15874
C -2.19044 -1.85010 3.29973
H 2.00816 2.31853 -4.05234
C 2.13702 -2.68164 -1.22243
C -2.30847 -1.29482 2.03212
C 3.05365 -3.46510 -0.53195
H -4.95307 1.59034 -0.30764
N 2.49413 3.24357 -2.28137
Ca -0.42341 -0.81204 -0.55711
H -3.92479 -0.04716 -2.97140
H 1.98112 -2.59262 -2.28617
C -0.82839 -2.05719 3.45526
S -2.76445 1.05830 -1.16857
H 3.07351 3.09857 0.83586
C 2.53121 3.73286 0.13368
H -3.19839 -0.97111 1.51486
*
```

Orbital gap, eV: 9.3
Highest occupied orbital energy, hartree: -0.433

=====

Record 2
Entry from the Open Molecules 2025 dataset: C11H20BNS in the gas phase in a non-equilibrium geometry (ωB97M-V with the def2-TZVPD basis set).

The geometry in ORCA input format:
```
! wB97M-V def2-TZVPD RIJCOSX def2/J DEFGRID3
* xyz 0 1
H 0.66840 0.48257 3.40815
C -3.40143 0.29178 0.26404
H -0.31579 -1.29953 0.25353
H 4.28682 -0.72763 1.49059
C -2.49651 -0.04547 -2.43883
C 3.81298 -1.07600 -0.57089
H -1.26559 0.73520 2.30861
H -0.43987 1.13398 0.82622
C 2.77337 -0.57669 -1.38574
H -2.14222 -1.02188 -2.11244
H 1.14885 0.77089 -0.96316
H 1.68190 1.98234 1.47649
H -1.30202 1.72875 -1.87419
C -1.02370 -0.96040 1.01914
H -4.33358 0.07113 0.78788
B -2.47586 -0.96718 0.43854
H -0.35331 0.35649 -2.52158
C 3.64146 -0.53630 0.65213
H -0.99994 -1.70365 1.82273
H 4.57153 -1.75749 -0.90465
N 2.53943 0.24166 0.62956
H 2.61402 -0.81952 -2.42005
H -1.29404 1.34378 -3.57948
H -2.91495 -0.20221 -3.42758
C 2.01325 0.23251 -0.62208
C 0.81542 0.19361 2.36899
H 2.75579 1.00402 2.51510
C -1.28956 0.90662 -2.58355
S -3.86652 0.59543 -1.45475
C -0.52004 0.37228 1.60168
H -2.93352 -2.02695 0.11545
C 1.97879 0.97728 1.75509
H -2.98406 1.16928 0.75629
H 1.05053 -0.86870 2.36877
*
```

SMILES: CCSCBCCCCn1cccc1
Orbital gap, eV: 8.9
Highest occupied orbital energy, hartree: -0.308

=====

Record 3
Entry from the Open Molecules 2025 dataset: a molecular structure, C11H20BiI2IrO4S2 in a non-equilibrium geometry (ωB97M-V with the def2-TZVPD basis set).

The geometry in ORCA input format:
```
! wB97M-V def2-TZVPD RIJCOSX def2/J DEFGRID3
* xyz 4 5
H -1.97438 -2.61510 -4.18935
C -1.98604 -1.91009 -3.35532
H 0.59325 -3.21917 -3.28756
H -1.29240 3.69223 2.32991
H 1.54093 -1.27298 3.25465
H 0.22669 4.52215 2.69259
C 1.49646 3.59369 -1.53787
C 0.94104 -2.65952 0.73107
H -1.61919 -0.95222 -3.74376
H -0.04857 4.02567 1.04117
C 1.84180 2.19447 2.02344
S -1.46356 -1.40879 -0.82039
H 2.50966 2.88645 2.55111
Ir 0.11456 -1.00056 0.77793
C 0.19676 2.13055 3.93677
C -1.08212 -2.48795 -2.26252
H -1.53306 -4.52914 -2.65042
O 2.03641 4.58888 -1.67681
O 1.47394 -3.70497 0.83871
H 0.62297 1.15843 4.23040
H 0.77355 -1.50498 -2.85288
C -1.61674 -3.83961 -1.79818
H -3.02382 -1.83837 -2.97414
H -0.86299 2.24852 4.18345
S -0.75254 1.25135 1.69039
H -0.97540 -4.27513 -1.01700
C -0.22322 3.74141 2.08046
C 0.69693 1.01032 -3.98910
I -3.05329 1.51503 -0.82602
C 0.40345 2.40289 2.45013
H 0.75620 2.87717 4.51040
I -2.49091 -1.07490 1.73288
H 2.53651 -1.24450 2.12297
Bi -0.18447 1.06487 -1.10382
C 0.40969 -2.47799 -2.50950
H 0.93470 -2.81932 -1.61057
H -2.68295 -3.75729 -1.52772
O 1.73470 -0.80049 2.41644
H 2.13632 1.17637 2.29665
O 0.92196 0.97803 -5.10835
H 1.96716 2.33458 0.94976
*
```

Orbital gap (alpha / beta), eV: 6.5 / 5.1
Highest occupied orbital energy (alpha / beta), hartree: -0.817 / -0.831

=====

Record 4
Entry from the Open Molecules 2025 dataset: a molecular structure, C11H20Cl2GaN3P in a non-equilibrium geometry (ωB97M-V with the def2-TZVPD basis set).

The geometry in ORCA input format:
```
! wB97M-V def2-TZVPD RIJCOSX def2/J DEFGRID3
* xyz -1 1
H 4.39426 -0.95294 1.58747
C 3.38357 -1.26879 1.28219
H 3.49457 -2.29104 0.88012
C 0.93882 -4.44209 -0.37427
H 0.01126 2.53865 2.61008
C -3.27110 3.22616 -3.30012
H 1.66204 -4.29318 -1.17387
C -3.63485 3.95042 -2.17812
H 2.40783 -0.29644 2.94301
H -0.19270 -3.13693 2.07569
H -3.99617 3.05602 -4.08527
H 0.78813 0.71489 -1.35682
H -0.06714 2.51548 -2.44793
C 0.26361 -3.11253 -0.05874
H -1.48401 1.13550 1.11013
H -1.22061 -4.18861 1.11531
H -1.69599 2.13612 -4.27409
Ga 1.01598 -0.30888 -0.15199
N 0.48191 1.63995 2.58362
C -0.71585 -3.21696 1.11711
C -1.06417 2.92991 -2.39661
Cl -3.20065 5.07369 0.23053
H 3.33448 -0.51192 -0.58272
C -1.98469 2.71490 -3.40689
H 1.44595 -4.82392 0.51721
H 2.97458 -1.94889 3.29948
H -4.63354 4.35205 -2.07448
N 2.86628 -0.32109 0.30068
C 2.52578 -1.30383 2.53716
H 1.52789 -1.69566 2.32382
Cl -0.25680 3.88448 -0.02504
H -0.85105 -0.44908 2.51172
N 0.45401 -2.08095 -0.73843
H -1.46452 -2.42927 1.04847
P -0.30685 0.57491 1.67478
C -2.71396 4.16529 -1.16350
C -1.42324 3.65936 -1.26999
H 0.20694 -5.19480 -0.68974
*
```

Orbital gap, eV: 6.3
Highest occupied orbital energy, hartree: -0.131

=====

Record 5
Entry from the Open Molecules 2025 dataset: a molecular structure, C11H20ClIN2O2PY in a non-equilibrium geometry (ωB97M-V with the def2-TZVPD basis set).

The geometry in ORCA input format:
```
! wB97M-V def2-TZVPD RIJCOSX def2/J DEFGRID3
* xyz 2 1
H 0.80643 3.37642 1.82476
H 0.11920 4.18543 0.37581
H -1.63255 -2.42666 -4.30770
I 2.80995 -3.42233 -0.37681
P -0.27829 1.81105 0.29634
H -0.78574 -2.94401 1.92253
C 0.67912 3.31233 0.73725
H -0.96379 3.36080 -1.44530
H 0.01792 2.01429 -2.10278
Cl 2.46116 0.70324 -1.43904
N -0.67760 -1.29356 -1.73641
C -0.78360 2.27884 -1.40437
C -1.70196 -3.16960 -1.24203
H 1.66307 3.27181 0.25723
C -0.56490 -3.56624 1.04431
H 4.38422 2.40312 1.64829
O -1.25060 -0.53293 2.73278
H -1.70258 1.74499 -1.67307
C -1.59364 -2.15558 -2.19613
H -3.20592 -2.50588 -3.48789
H -0.29674 -0.47323 -2.20893
H 4.96017 0.81628 2.14694
N -0.19395 -1.67247 -0.51683
C 2.89925 1.01372 1.94992
H -2.64728 1.63915 0.74965
C -0.44032 -0.56623 1.90755
Y 1.75515 -0.75120 0.45868
O 1.91962 0.55125 2.54169
H 0.48536 -3.89882 1.10387
C -1.82877 2.25285 1.14639
H -1.73783 2.07136 2.22358
C -0.83833 -2.82884 -0.19602
C -2.24055 -1.98778 -3.50373
C 4.18593 1.58096 2.35479
H -2.42513 -0.93323 -3.73933
H 4.21533 1.94105 3.39752
H -2.32852 -4.04636 -1.28223
H -1.19006 -4.46947 1.06739
H -2.05323 3.31551 0.97134
*
```

Orbital gap (alpha / beta), eV: 6.7 / 4.4
Highest occupied orbital energy (alpha / beta), hartree: -0.561 / -0.561

=====

Record 6
Entry from the Open Molecules 2025 dataset: a molecular structure, C11H20N2O10PS2 in a non-equilibrium geometry (ωB97M-V with the def2-TZVPD basis set).

The geometry in ORCA input format:
```
! wB97M-V def2-TZVPD RIJCOSX def2/J DEFGRID3
* xyz -1 1
H -4.34787 -0.56440 -1.49665
H -1.47209 1.26687 -1.38147
H 1.61914 -1.50841 -0.82936
H 0.23856 -1.99015 -4.65904
C 1.62332 -1.06177 -1.81878
H -5.32550 -0.12757 1.02684
H -1.85946 2.91420 -0.63975
H -3.58494 -1.85301 2.32387
H 2.55716 -2.47123 -3.21407
H -3.67628 0.77475 -0.55007
C -3.40365 -1.02775 1.64127
C 0.12732 2.56889 -1.31876
C -3.83444 -0.30523 -0.57368
H 1.07464 -1.74663 2.10898
C -2.25007 -1.34308 0.70852
H 0.97005 -2.95191 -2.61592
P 2.25847 -0.43740 3.38004
H 0.78280 4.13848 0.04340
O -2.55270 -0.95072 -0.55132
C 0.84906 -1.34077 -4.03740
C 1.57409 -2.09920 -2.93114
H 0.18246 -0.16989 3.77053
H -5.04098 -1.76892 0.45019
H 3.27500 -1.69167 4.73661
C 1.03691 3.14622 -0.30570
O 0.42635 -0.27519 -1.98474
O 0.16200 1.11290 1.19706
N 3.16739 -0.69360 4.59641
H 1.53771 -0.76447 -4.65758
C -4.56033 -0.81296 0.66656
H 0.51246 2.42481 -2.31594
N 2.57852 1.21014 0.71143
O 4.29721 -0.34307 1.39107
C -1.13942 2.24935 -1.09717
O -0.95222 0.25199 -3.67537
H -3.16294 -0.12053 2.19719
O 1.39790 2.89443 2.23314
O -1.20383 -1.83247 1.00932
O 4.17555 1.62442 2.68707
H 2.48471 -0.39722 -1.89676
C -0.02149 -0.37427 -3.25112
S 3.44871 0.66625 1.93264
O 1.77723 -1.85207 2.78050
S 1.25276 2.03512 1.10675
O 0.97591 0.38470 3.84429
H 2.02483 3.21202 -0.74188
*
```

Orbital gap, eV: 7.6
Highest occupied orbital energy, hartree: -0.190